Version i
A molecular structure, C45H46N8O4PbSi. Source: the OMol25 dataset; level of theory: the ωB97M-V functional and the def2-TZVPD basis.

orbital gap: 7.42 eV
charge: +2
LUMO level: -0.1801 Eh
HOMO energy: -12.3 eV

Last column: Löwdin charge in e.
Atoms and positions in Å:
Pb (0.409, 1.849, -0.951)  1.494
O (-2.938, -1.200, -0.532)  0.017
C (-2.238, -0.313, -0.991)  -0.418
N (-0.880, -0.319, -1.085)  0.035
C (-0.105, -1.041, -0.235)  -0.494
O (-0.546, -2.652, -0.176)  0.002
C (-0.215, -0.570, 1.209)  -0.179
C (-0.635, -1.289, 2.307)  0.029
C (-0.631, -0.656, 3.546)  0.002
C (-0.181, 0.649, 3.644)  -0.006
C (0.214, 1.298, 2.487)  -0.123
N (0.168, 0.712, 1.290)  0.032
C (-2.883, 0.937, -1.540)  -0.225
C (-4.209, 0.910, -1.937)  0.011
C (-4.787, 2.084, -2.393)  -0.006
C (-4.027, 3.244, -2.412)  -0.019
C (-2.715, 3.184, -1.977)  -0.122
N (-2.146, 2.051, -1.557)  0.008
H (-0.992, -2.302, 2.207)  0.128
H (-0.983, -1.182, 4.423)  0.130
H (-0.154, 1.167, 4.592)  0.126
H (0.563, 2.323, 2.509)  0.118
H (-4.757, -0.020, -1.877)  0.140
H (-5.817, 2.096, -2.725)  0.127
H (-4.441, 4.182, -2.754)  0.120
H (-2.094, 4.073, -1.959)  0.111
C (3.705, 1.113, 1.681)  0.005
C (3.930, 2.004, 0.510)  -0.406
N (3.046, 2.303, -0.422)  -0.037
C (3.683, 3.152, -1.305)  -0.166
C (4.960, 3.365, -0.899)  -0.077
N (5.102, 2.626, 0.253)  0.120
H (2.939, 0.378, 1.438)  0.060
H (3.376, 1.682, 2.553)  0.087
H (4.616, 0.581, 1.954)  0.093
H (3.195, 3.535, -2.187)  0.101
H (5.762, 3.949, -1.315)  0.124
H (5.933, 2.569, 0.818)  0.170
C (-0.031, -2.164, -3.666)  -0.056
C (0.433, -3.071, -2.512)  -0.490
C (-0.719, -3.301, -1.513)  -0.045
C (0.809, -4.448, -3.097)  -0.062
Si (1.894, -2.304, -1.584)  0.703
O (1.199, -1.071, -0.607)  -0.129
C (3.209, -1.498, -2.592)  -0.211
C (3.510, -1.853, -3.909)  -0.080
C (4.567, -1.256, -4.581)  -0.058
C (5.336, -0.292, -3.946)  -0.055
C (5.055, 0.070, -2.635)  -0.067
C (4.005, -0.535, -1.963)  -0.086
C (2.562, -3.494, -0.312)  -0.212
C (2.354, -3.312, 1.060)  -0.102
C (2.829, -4.229, 1.990)  -0.061
C (3.536, -5.341, 1.562)  -0.054
C (3.778, -5.528, 0.207)  -0.050
C (3.297, -4.615, -0.718)  -0.080
H (-0.889, -2.619, -4.169)  0.099
H (0.753, -2.041, -4.411)  0.075
H (-0.324, -1.174, -3.320)  0.068
H (-0.828, -4.352, -1.254)  0.148
H (-1.674, -2.914, -1.855)  0.132
H (0.175, -3.121, 0.297)  0.123
H (-0.057, -4.882, -3.604)  0.101
H (1.132, -5.150, -2.327)  0.078
H (1.603, -4.369, -3.840)  0.082
H (2.926, -2.604, -4.427)  0.092
H (4.790, -1.543, -5.599)  0.115
H (6.160, 0.173, -4.471)  0.114
H (5.660, 0.817, -2.137)  0.098
H (3.802, -0.254, -0.934)  0.083
H (1.856, -2.417, 1.423)  0.089
H (2.660, -4.067, 3.047)  0.111
H (3.911, -6.056, 2.282)  0.116
H (4.346, -6.386, -0.128)  0.117
H (3.512, -4.775, -1.769)  0.111
C (-4.466, -3.072, 2.656)  -0.037
C (-4.304, -1.578, 2.563)  -0.263
C (-4.306, -0.780, 3.702)  -0.036
C (-4.157, 0.601, 3.642)  -0.007
C (-3.999, 1.206, 2.401)  -0.206
N (-3.815, 2.597, 2.218)  0.123
C (-3.636, 3.565, 3.160)  -0.503
O (-3.842, 3.474, 4.344)  0.119
N (-3.148, 4.767, 2.597)  0.143
C (-2.091, 4.868, 1.711)  -0.199
C (-1.623, 6.123, 1.303)  0.031
C (-0.558, 6.208, 0.431)  -0.024
C (0.038, 5.041, -0.028)  -0.154
N (-0.393, 3.845, 0.367)  -0.093
C (-1.429, 3.755, 1.202)  -0.109
C (-3.990, 0.424, 1.249)  -0.009
C (-4.145, -0.948, 1.331)  -0.044
H (-5.028, -3.353, 3.545)  0.083
H (-3.497, -3.574, 2.711)  0.073
H (-4.990, -3.466, 1.786)  0.084
H (-4.453, -1.241, 4.672)  0.119
H (-4.193, 1.197, 4.540)  0.105
H (-3.876, 2.914, 1.263)  0.141
H (-3.280, 5.552, 3.219)  0.159
H (-2.105, 7.022, 1.668)  0.132
H (-0.186, 7.170, 0.108)  0.122
H (0.887, 5.065, -0.702)  0.106
H (-1.741, 2.756, 1.471)  0.096
H (-3.883, 0.894, 0.275)  0.079
H (-4.150, -1.532, 0.417)  0.096

***

Version ii
A molecular structure, C45H46N8O4PbSi. Source: the OMol25 dataset; level of theory: the ωB97M-V functional and the def2-TZVPD basis.

orbital gap: 5.29 eV
charge: +2
LUMO level: -0.2271 Eh
HOMO energy: -11.5 eV

Last column: Löwdin charge in e.
Atoms and positions in Å:
Pb (-0.414, -0.600, -0.695)  1.341
O (-3.226, 0.794, 2.309)  0.137
C (-2.410, 0.203, 1.650)  -0.472
N (-1.736, 0.697, 0.542)  -0.032
C (-1.779, 2.066, 0.295)  -0.434
O (-1.902, 2.935, 1.121)  0.127
C (-1.649, 2.428, -1.166)  -0.201
C (-1.996, 3.700, -1.598)  0.033
C (-1.924, 3.975, -2.954)  -0.013
C (-1.496, 2.981, -3.824)  -0.034
C (-1.143, 1.749, -3.300)  -0.139
N (-1.224, 1.479, -1.997)  -0.005
C (-2.108, -1.241, 1.959)  -0.214
C (-2.551, -1.786, 3.153)  0.042
C (-2.252, -3.114, 3.417)  -0.002
C (-1.543, -3.850, 2.476)  -0.021
C (-1.143, -3.227, 1.305)  -0.112
N (-1.419, -1.946, 1.058)  -0.025
H (-2.324, 4.430, -0.871)  0.132
H (-2.206, 4.949, -3.332)  0.124
H (-1.442, 3.155, -4.891)  0.119
H (-0.794, 0.939, -3.934)  0.103
H (-3.103, -1.157, 3.842)  0.121
H (-2.567, -3.572, 4.345)  0.127
H (-1.298, -4.889, 2.644)  0.118
H (-0.586, -3.762, 0.544)  0.116
C (-4.325, -1.278, -0.993)  0.024
C (-3.421, -1.873, -2.011)  -0.360
N (-2.107, -1.725, -2.093)  -0.055
C (-1.688, -2.462, -3.186)  -0.151
C (-2.758, -3.059, -3.766)  -0.059
N (-3.840, -2.676, -3.011)  0.124
H (-3.821, -0.457, -0.487)  0.063
H (-4.618, -2.021, -0.249)  0.100
H (-5.231, -0.888, -1.456)  0.098
H (-0.653, -2.500, -3.492)  0.088
H (-2.849, -3.701, -4.625)  0.125
H (-4.797, -2.945, -3.174)  0.175
C (1.880, 1.879, -5.266)  0.000
C (2.371, 0.452, -5.183)  -0.509
C (3.862, 0.257, -5.128)  -0.029
C (1.599, -0.503, -6.049)  -0.010
Si (2.814, -0.406, -2.471)  0.731
O (1.952, 0.013, -3.717)  -0.203
C (3.345, 0.891, -1.318)  -0.266
C (4.522, 0.838, -0.563)  -0.084
C (4.820, 1.854, 0.326)  -0.048
C (3.930, 2.909, 0.503)  -0.029
C (2.747, 2.967, -0.225)  -0.043
C (2.463, 1.971, -1.143)  -0.093
C (3.409, -2.122, -2.315)  -0.267
C (2.498, -3.186, -2.333)  -0.094
C (2.940, -4.492, -2.219)  -0.052
C (4.301, -4.751, -2.106)  -0.037
C (5.218, -3.708, -2.105)  -0.047
C (4.777, -2.397, -2.196)  -0.085
H (1.797, 2.176, -6.316)  0.110
H (2.568, 2.564, -4.775)  0.100
H (0.892, 1.962, -4.817)  0.054
H (4.298, 0.554, -6.090)  0.120
H (4.121, -0.792, -4.975)  0.092
H (4.314, 0.909, -4.375)  0.094
H (1.748, -0.240, -7.103)  0.111
H (0.535, -0.427, -5.835)  0.089
H (1.945, -1.525, -5.903)  0.097
H (5.206, 0.001, -0.657)  0.102
H (5.741, 1.823, 0.894)  0.121
H (4.162, 3.692, 1.213)  0.121
H (2.059, 3.791, -0.082)  0.118
H (1.553, 2.028, -1.736)  0.089
H (1.435, -2.993, -2.438)  0.073
H (2.231, -5.310, -2.226)  0.117
H (4.651, -5.773, -2.025)  0.121
H (6.278, -3.915, -2.033)  0.121
H (5.511, -1.596, -2.201)  0.106
C (-6.225, 2.720, 5.586)  -0.046
C (-4.781, 2.350, 5.398)  -0.272
C (-4.260, 1.190, 5.958)  -0.032
C (-2.934, 0.820, 5.783)  -0.030
C (-2.099, 1.633, 5.022)  -0.235
N (-0.738, 1.308, 4.757)  0.141
C (0.050, 0.499, 5.518)  -0.499
O (-0.277, -0.070, 6.529)  0.107
N (1.397, 0.377, 5.053)  0.137
C (1.785, -0.045, 3.786)  -0.199
C (3.089, -0.505, 3.594)  0.012
C (3.463, -1.009, 2.365)  -0.043
C (2.533, -1.036, 1.339)  -0.177
N (1.302, -0.564, 1.493)  -0.023
C (0.933, -0.075, 2.674)  -0.069
C (-2.600, 2.797, 4.456)  -0.037
C (-3.924, 3.147, 4.646)  -0.032
H (-6.578, 2.439, 6.578)  0.082
H (-6.855, 2.208, 4.855)  0.084
H (-6.378, 3.791, 5.461)  0.079
H (-4.901, 0.560, 6.566)  0.118
H (-2.550, -0.068, 6.258)  0.103
H (-0.257, 1.953, 4.151)  0.145
H (1.967, 0.022, 5.805)  0.147
H (3.791, -0.488, 4.420)  0.128
H (4.462, -1.395, 2.209)  0.116
H (2.779, -1.473, 0.379)  0.080
H (-0.083, 0.283, 2.754)  0.087
H (-1.960, 3.423, 3.845)  0.108
H (-4.298, 4.061, 4.198)  0.119

***

Energy relative to the most stable one, in kJ/mol: version i 129.4; version ii 0.0

***

Version i
2 unconnected molecules or ions with the total composition C3H9O3. Source: the OMol25 dataset; level of theory: the ωB97M-V functional and the def2-TZVPD basis.

orbital gap: 6.99 eV
charge: -1
LUMO level: 0.1360 Eh
HOMO energy: -3.3 eV

Last column: Löwdin charge in e.
Atoms and positions in Å:
C (0.438, -0.553, -0.650)  -0.448
O (1.107, 0.421, 0.038)  -0.318
C (-0.922, -0.888, 0.002)  -0.212
C (-1.515, 0.255, 0.794)  -0.310
O (-2.874, 0.038, 1.141)  -0.099
H (0.204, -0.172, -1.668)  0.093
H (1.025, -1.479, -0.714)  0.090
H (-0.828, -1.753, 0.693)  0.104
H (-1.674, -1.204, -0.750)  0.097
H (-0.938, 0.469, 1.689)  0.108
H (-1.378, 1.156, 0.176)  0.111
H (-3.247, -0.547, 0.473)  0.057
H (3.483, 1.548, -0.911)  -0.016
H (2.440, 0.447, -0.569)  -0.033
O (3.380, 0.590, -1.051)  -0.223

***

Version ii
2 unconnected molecules or ions with the total composition C3H9O3. Source: the OMol25 dataset; level of theory: the ωB97M-V functional and the def2-TZVPD basis.

orbital gap: 6.42 eV
charge: -1
LUMO level: 0.1317 Eh
HOMO energy: -2.8 eV

Last column: Löwdin charge in e.
Atoms and positions in Å:
C (1.331, -0.284, -0.493)  -0.225
C (0.168, -0.786, 0.462)  -0.206
O (-1.165, -0.170, 0.172)  -0.161
C (1.896, 1.078, 0.131)  -0.511
O (2.343, 0.934, 1.473)  -0.409
H (2.144, -1.053, -0.396)  0.095
H (1.122, -0.025, -1.593)  0.105
H (0.591, -0.782, 1.455)  0.086
H (-0.283, -1.799, -0.038)  0.142
H (-0.810, 0.693, 0.029)  0.032
H (0.957, 1.754, -0.063)  0.071
H (2.598, 1.481, -0.652)  0.066
H (-4.260, -0.014, 0.155)  0.040
H (-2.868, -0.281, -0.338)  0.013
O (-3.764, -0.747, -0.306)  -0.139

***

Energy relative to the most stable one, in kJ/mol: version i 0.0; version ii 176.8

***

Version i
2 unconnected molecules or ions with the total composition C2H4N2O4. Source: the OMol25 dataset; level of theory: the ωB97M-V functional and the def2-TZVPD basis.

orbital gap (alpha / beta): 8.24 / 8.39 eV
charge: 0
LUMO level (alpha / beta): 0.0090 / 0.0075 Eh
HOMO energy (alpha / beta): -8.0 / -8.2 eV

Last column: Löwdin charge in e.
Atoms and positions in Å:
C (0.588, 4.259, 0.256)  -0.477
C (0.533, 0.292, -0.235)  -0.079
N (-0.818, 1.117, -0.657)  -0.246
N (0.413, -0.877, 0.342)  0.055
O (0.815, 4.710, -0.765)  0.219
O (0.542, 3.694, 1.250)  0.202
O (-0.876, 2.280, -0.963)  -0.041
O (-1.819, 0.694, 0.308)  -0.038
H (1.229, 0.360, -1.184)  0.135
H (-2.375, 1.369, 0.668)  0.080
H (0.617, -1.866, 0.194)  0.127
H (-0.298, -0.765, 1.002)  0.064

***

Version ii
2 unconnected molecules or ions with the total composition C2H4N2O4. Source: the OMol25 dataset; level of theory: the ωB97M-V functional and the def2-TZVPD basis.

orbital gap: 7.31 eV
charge: 0
LUMO level: -0.0733 Eh
HOMO energy: -9.3 eV

Last column: Löwdin charge in e.
Atoms and positions in Å:
C (-0.292, 0.357, 0.806)  -0.470
C (0.435, -0.571, -1.087)  -0.198
H (-1.053, 0.189, 2.885)  0.159
H (-0.523, 2.413, 1.299)  0.198
H (-0.308, -1.377, -0.736)  0.169
H (2.408, -1.368, -3.310)  0.389
N (-0.471, 1.406, 1.721)  -0.026
N (1.064, -0.599, -2.217)  -0.170
O (-1.345, 1.201, 2.779)  -0.041
O (-0.479, -0.720, 1.317)  0.072
O (0.402, 0.598, -0.403)  0.076
O (0.730, -1.606, -3.067)  -0.157

***

Energy relative to the most stable one, in kJ/mol: version i 0.0; version ii 373.8